Entry from the OMol25 dataset: 2 unconnected molecules or ions with the total composition C2H9NS2 at a distorted geometry (ωB97M-V/def2-TZVPD).

Calculated values
**SMILES string**: CNC.SS
**HOMO energy**: -8.7712 eV
**Energy above the lowest of the compared OMol25 structures with the same formula, charge and spin**: 33.0 kcal per mole

Last column: natural (NBO) charge in e.
Cartesian coordinates (Å):
S: -1.581 -2.702 -1.218  -0.14
S: -2.797 -1.949 0.345  -0.10
N: 0.912 1.029 -0.630  -0.63
C: 0.645 -0.146 0.267  -0.43
C: 1.165 2.219 0.092  -0.42
H: 2.298 2.329 0.164  0.19
H: 0.861 3.160 -0.508  0.20
H: -1.933 -1.971 1.238  0.10
H: -0.360 -0.063 0.707  0.17
H: 0.123 1.154 -1.227  0.35
H: 1.381 -0.315 1.028  0.20
H: -2.056 -4.005 -1.090  0.15
H: 0.727 -1.081 -0.305  0.20
H: 0.615 2.339 1.138  0.16



Entry from the OMol25 dataset: a molecular structure, C3H5AlO3 at a distorted geometry (ωB97M-V/def2-TZVPD).

Calculated values
**Multiplicity**: 2
**HOMO energy (spin up / spin down)**: -24.5074 / -28.7147 eV
**Energy above the lowest of the compared OMol25 structures with the same formula, charge and spin**: 0.0 kcal per mole
**Net charge**: +3

Last column: natural (NBO) charge in e.
Cartesian coordinates (Å):
Al: 2.656 0.406 0.091  1.78
O: -0.122 -1.585 -0.474  -0.60
O: 0.870 0.395 -0.323  -0.63
O: 2.161 -1.331 -0.360  -0.58
C: -0.474 1.047 -0.309  -0.24
C: 1.007 -0.915 -0.507  1.05
C: -1.343 0.416 0.704  0.35
H: -2.369 0.154 0.449  0.31
H: -0.216 2.086 -0.074  0.37
H: -0.862 0.943 -1.327  0.33
H: -0.985 0.342 1.732  0.27
H: -0.322 -1.958 0.399  0.58



Entry from the OMol25 dataset: C8H15O2P in the gas phase at a distorted geometry (ωB97M-V/def2-TZVPD).

Calculated values
**SMILES string**: COC(=O)[C@]1(C(C)(C)C)CP1
**HOMO energy**: -9.1722 eV
**Energy above the lowest of the compared OMol25 structures with the same formula, charge and spin**: 77.9 kcal per mole

Last column: natural (NBO) charge in e.
Cartesian coordinates (Å):
P: 0.425 1.092 2.102  0.40
O: 1.122 -1.268 -1.071  -0.62
O: 2.385 -0.127 0.287  -0.52
C: -1.370 -0.104 -1.575  -0.60
C: 0.124 0.473 0.264  -0.29
C: 0.292 1.919 0.453  -0.64
C: -2.319 0.850 0.597  -0.62
C: -1.301 -0.105 -0.044  -0.03
C: 1.211 -0.374 -0.249  0.79
C: -1.549 -1.607 0.306  -0.61
C: 3.555 -0.787 -0.196  -0.27
H: -0.398 -0.096 -1.849  0.22
H: 1.200 2.271 0.025  0.24
H: -0.542 2.592 0.381  0.25
H: -2.096 0.998 1.612  0.21
H: 3.249 -1.512 -0.882  0.22
H: -1.691 -1.770 1.362  0.20
H: 4.331 -0.047 -0.741  0.19
H: -0.648 -2.216 0.085  0.23
H: -2.399 -2.065 -0.142  0.21
H: -1.914 0.743 -1.999  0.19
H: 1.911 1.170 2.047  0.00
H: 4.128 -1.271 0.695  0.20
H: -3.376 0.391 0.509  0.22
H: -2.394 1.756 -0.034  0.21
H: -1.936 -0.906 -1.942  0.21



Entry from the OMol25 dataset: a molecular structure, C9H31BrN11O6Y at a distorted geometry (ωB97M-V/def2-TZVPD).

Calculated values
**HOMO energy**: -13.8328 eV
**Energy above the lowest of the compared OMol25 structures with the same formula, charge and spin**: 395.0 kcal per mole
**Net charge**: +2

Last column: natural (NBO) charge in e.
Cartesian coordinates (Å):
Y: 0.845 -0.511 0.208  2.28
Br: 3.921 -2.985 0.222  -0.49
O: -1.045 -3.296 -2.083  -0.76
O: -1.421 1.363 2.990  -0.74
O: -1.224 -3.139 2.554  -0.74
O: -2.071 1.313 -1.942  -0.77
O: 2.958 0.923 2.690  -0.58
O: 1.680 -0.459 -3.768  -0.73
N: -3.128 -4.173 2.634  -0.83
N: 1.102 0.447 -5.623  -0.79
N: -1.858 3.053 4.484  -0.82
N: 2.444 2.566 0.346  -0.86
N: -2.796 3.306 -2.520  -0.80
N: 1.854 -1.472 -5.784  -0.81
N: -2.743 1.228 4.778  -0.79
N: -1.193 -4.763 -3.779  -0.82
N: -1.458 -4.743 3.978  -0.79
N: -3.575 1.603 -3.471  -0.78
N: -2.992 -3.812 -3.116  -0.78
C: 2.793 0.627 4.078  -0.27
C: -2.796 2.036 -2.628  0.74
C: -1.862 -4.029 3.017  0.76
C: -2.027 1.849 3.934  0.77
C: 1.616 -0.480 -4.972  0.75
C: 3.666 2.160 2.385  -0.06
C: -1.751 -3.899 -2.934  0.76
C: 4.413 3.932 0.694  -0.63
C: 3.749 2.549 0.886  -0.09
H: -2.536 3.352 5.171  0.39
H: 3.222 2.987 2.939  0.18
H: 1.982 1.192 4.536  0.18
H: 5.376 3.902 1.203  0.25
H: 3.668 0.700 4.725  0.20
H: 2.515 2.910 -0.601  0.38
H: 2.438 -0.393 4.225  0.20
H: -3.522 -3.146 -2.573  0.42
H: -1.767 -5.195 -4.488  0.38
H: 4.546 4.197 -0.355  0.23
H: -3.210 1.720 5.527  0.39
H: -3.330 0.689 -3.826  0.41
H: 1.844 -1.339 -6.785  0.39
H: 2.029 -2.410 -5.452  0.41
H: 4.663 1.970 2.783  0.20
H: -2.340 3.872 -1.819  0.41
H: -3.072 3.718 -3.400  0.39
H: -3.317 -4.244 -3.969  0.40
H: 3.751 4.742 1.002  0.21
H: -2.814 0.221 4.736  0.41
H: 1.040 1.326 -5.130  0.40
H: -0.191 -4.889 -3.797  0.42
H: 2.037 3.398 0.748  0.38
H: 0.929 0.449 -6.619  0.40
H: -4.286 2.116 -3.972  0.41
H: -1.322 3.758 3.999  0.40
H: -2.041 -5.516 4.266  0.40
H: -3.407 -3.542 1.896  0.40
H: -0.500 -4.692 4.292  0.42
H: 4.338 1.740 0.455  0.21
H: -3.826 -4.787 3.029  0.40